Formula: C4H7O3S
Source: OMol25
Level of theory: wB97M-V/def2-TZVPD

Geometry as XYZ:
```
15
Properties=species:S:1:pos:R:3:forces:R:3
C 1.221 -1.058 -0.703 0.676 -0.738 -2.454
C 1.084 -1.123 0.763 2.416 -0.210 2.905
C 0.572 0.024 0.074 1.229 2.731 -0.138
C 0.742 1.600 0.191 -1.259 -1.005 1.461
O -3.220 -0.813 0.814 -0.580 -0.207 0.212
O -2.808 1.428 -0.155 -0.332 -0.045 -0.162
O -2.853 -0.590 -1.649 -0.291 0.425 0.748
S -2.637 -0.034 -0.281 0.935 -0.197 -0.830
H 2.330 -1.020 -1.058 -2.025 0.287 0.322
H 0.556 -1.687 -1.389 0.923 0.868 1.080
H 0.592 -1.849 1.382 -1.102 -0.322 -0.337
H 2.094 -1.005 1.330 -1.307 0.241 -0.960
H 1.118 2.012 1.194 -0.779 -1.136 -0.977
H -0.239 2.109 -0.026 0.774 -0.663 0.275
H 1.450 2.006 -0.486 0.722 -0.030 -1.144
```
Positions in Å, forces in eV/Å.

Output
- 2S+1 = 3
- frontier orbital gap (spin up / spin down) (eV) = 6.51 / 8.02
- net charge = -1
- ΔE to the lowest compared entry with this formula, charge and spin (kcal/mol) = 5.1
- total energy (a.u.) = -780.4154


Formula: C44H57BCsN11OSb3Se4
Source: OMol25
Level of theory: wB97M-V/def2-TZVPD

Geometry as XYZ:
```
122
Properties=species:S:1:pos:R:3:forces:R:3
Cs -0.653 0.406 -0.084 -1.714 -0.557 0.037
C 1.544 -2.433 5.296 0.000 0.065 -0.023
C 0.663 -2.757 4.139 0.040 -0.361 0.168
C 0.239 -4.018 3.765 -0.080 0.194 -0.108
C -0.513 -3.814 2.595 0.339 0.684 0.615
N -0.537 -2.513 2.314 -0.605 -0.391 -0.898
N 0.162 -1.875 3.245 0.404 -0.124 0.372
B 0.334 -0.364 2.960 -0.076 -0.141 0.047
N 1.742 0.133 3.346 0.037 0.441 0.326
N 2.675 -0.409 2.566 0.659 -0.486 -0.640
C 3.807 0.266 2.741 -0.821 0.145 0.486
C 3.589 1.295 3.674 -0.116 -0.092 -0.095
C 2.260 1.179 4.034 0.234 0.268 0.092
C 1.547 2.032 5.025 -0.107 -0.051 0.032
C 4.995 -0.088 1.983 0.383 -0.234 -0.368
C 6.131 0.717 1.945 -0.184 -0.024 0.082
C 7.219 0.358 1.171 0.180 -0.021 -0.103
C 7.197 -0.808 0.424 0.082 -0.051 -0.074
C 6.074 -1.620 0.462 0.026 -0.101 -0.083
C 4.986 -1.264 1.232 -0.054 0.069 0.058
N -0.861 0.442 3.493 0.049 -0.096 0.633
N -1.577 1.091 2.569 -0.615 0.637 -0.331
C -2.667 1.578 3.158 0.570 -0.292 0.443
C -2.641 1.242 4.524 0.202 -0.088 -0.139
C -1.486 0.502 4.689 -0.315 0.238 0.189
C -0.990 -0.148 5.932 -0.033 -0.126 -0.174
C -3.702 2.263 2.391 -0.273 0.208 -0.329
C -3.790 2.057 1.012 0.102 -0.035 0.161
C -4.792 2.648 0.268 -0.052 -0.042 -0.169
C -5.728 3.463 0.886 -0.056 0.007 -0.005
C -5.652 3.680 2.253 -0.140 -0.011 -0.089
C -4.648 3.088 2.999 0.133 -0.168 0.031
C -1.097 -4.778 1.680 -0.232 -0.242 -0.436
C -1.412 -4.369 0.381 0.054 0.003 0.140
C -1.872 -5.274 -0.552 -0.080 -0.049 -0.139
C -2.055 -6.605 -0.204 -0.062 -0.040 -0.039
C -1.775 -7.014 1.090 -0.049 -0.193 -0.113
C -1.293 -6.116 2.023 0.086 0.253 0.028
H 2.341 -3.176 5.357 0.019 0.042 0.021
H 0.987 -2.466 6.236 0.049 0.095 0.001
H 1.998 -1.455 5.172 0.089 0.070 0.123
H 0.484 -4.938 4.260 0.062 -0.188 0.066
H 0.274 -0.266 1.778 0.599 -0.344 1.397
H 4.280 2.028 4.039 0.141 0.150 0.100
H 2.062 2.988 5.107 -0.046 0.005 -0.013
H 1.557 1.569 6.014 -0.061 0.008 0.053
H 0.513 2.207 4.742 -0.084 0.095 0.007
H 6.160 1.636 2.510 -0.032 0.126 0.085
H 8.093 0.993 1.140 0.043 0.080 0.026
H 8.047 -1.083 -0.187 0.034 0.008 -0.006
H 6.044 -2.537 -0.111 0.019 -0.028 -0.051
H 4.100 -1.879 1.271 -0.066 -0.110 -0.032
H -3.360 1.477 5.285 -0.150 0.013 0.105
H -1.384 -1.162 6.013 0.062 -0.052 0.036
H -1.316 0.418 6.805 0.055 -0.008 0.001
H 0.093 -0.202 5.923 0.140 -0.056 0.139
H -3.069 1.407 0.532 -0.265 0.091 0.053
H -4.853 2.459 -0.797 0.029 0.080 0.001
H -6.498 3.939 0.297 -0.037 0.053 -0.036
H -6.378 4.321 2.736 0.034 0.030 0.016
H -4.595 3.270 4.064 0.040 0.008 0.080
H -1.266 -3.328 0.129 0.024 0.043 -0.034
H -2.082 -4.945 -1.562 -0.035 0.024 -0.002
H -2.421 -7.314 -0.934 0.003 -0.050 -0.021
H -1.927 -8.049 1.366 0.003 -0.058 0.042
H -1.062 -6.451 3.024 0.013 0.002 0.079
C 2.166 2.840 -3.172 -0.181 -0.045 0.164
Sb 2.452 1.438 -1.570 1.379 -0.078 -0.413
C 3.803 2.797 -0.561 -0.223 -0.197 -0.016
C 4.183 0.542 -2.658 -0.244 0.376 0.594
C 3.820 -0.295 -3.812 -0.028 -0.210 -0.347
C 3.817 0.284 -5.082 -0.027 0.010 -0.032
C 3.567 -0.451 -6.223 0.012 -0.016 -0.133
C 3.319 -1.810 -6.118 0.004 -0.061 -0.141
C 3.300 -2.394 -4.866 -0.059 -0.178 -0.097
C 3.527 -1.663 -3.706 -0.008 0.215 -0.255
C 3.503 -2.370 -2.399 -0.220 -0.330 0.232
Sb 1.709 -3.590 -2.128 0.231 0.180 0.238
C 0.460 -1.844 -1.962 0.426 -0.558 0.018
C 2.067 -3.818 -0.016 -0.157 -0.021 -0.299
H 1.757 2.341 -4.042 -0.111 -0.121 -0.164
H 3.110 3.307 -3.433 0.166 0.046 0.036
H 1.468 3.610 -2.848 -0.011 0.103 -0.026
H 4.656 3.026 -1.193 0.048 -0.021 -0.135
H 4.159 2.374 0.372 0.035 -0.081 0.191
H 3.261 3.714 -0.358 -0.074 0.204 0.095
H 4.769 0.002 -1.919 0.075 -0.033 0.110
H 4.758 1.403 -2.992 0.052 0.068 0.040
H 4.045 1.338 -5.165 0.019 0.107 -0.012
H 3.597 0.025 -7.193 -0.036 0.049 -0.051
H 3.158 -2.411 -7.002 -0.029 -0.016 -0.038
H 3.122 -3.460 -4.771 -0.029 0.003 -0.067
H 3.531 -1.680 -1.561 0.045 -0.018 0.145
H 4.356 -3.045 -2.330 0.067 -0.065 0.169
H 0.617 -1.220 -2.836 -0.042 0.206 -0.167
H 0.771 -1.292 -1.082 0.392 -0.419 -0.305
H -0.586 -2.104 -1.867 -0.181 -0.055 0.041
H 3.079 -4.174 0.147 0.181 -0.040 -0.018
H 1.370 -4.533 0.401 -0.095 -0.097 0.117
H 1.931 -2.857 0.472 0.002 0.149 0.143
O -0.473 1.310 -2.467 -0.067 0.677 -1.708
H -0.477 2.262 -2.643 -0.106 0.183 -0.072
H -1.397 1.037 -2.580 -0.130 -0.044 -0.243
N 0.898 2.515 0.960 0.354 0.620 0.387
H 0.814 3.469 0.619 -0.076 0.073 0.019
H 1.762 2.457 1.490 0.058 0.008 0.045
H 0.143 2.373 1.627 -0.033 0.180 0.142
Se -2.870 5.703 1.342 -0.093 -0.436 -0.121
Sb -2.806 5.828 -1.219 -0.233 0.214 0.294
Se -4.928 6.013 -2.359 0.472 -0.107 0.285
Se -2.249 7.780 0.365 0.118 0.203 -0.480
Se -0.814 4.834 -2.152 -0.135 0.050 0.117
N -3.540 -4.636 -3.948 0.161 -0.025 -0.062
C -2.914 -3.468 -3.672 0.549 0.173 -0.276
N -1.643 -3.314 -4.106 -0.261 -0.098 -0.072
N -3.578 -2.565 -3.024 -1.087 -0.968 0.040
C -3.141 -1.398 -2.684 0.345 0.334 0.039
N -2.844 -0.342 -2.325 0.181 0.509 0.053
H -3.039 -5.408 -4.350 -0.057 0.041 0.101
H -4.409 -4.808 -3.475 0.010 0.011 -0.013
H -1.164 -4.034 -4.617 0.031 0.055 0.050
H -1.189 -2.421 -4.000 0.022 -0.033 0.037
```
Positions in Å, forces in eV/Å.

Output
- frontier orbital gap (eV) = 6.26
- net charge = -1
- total energy (a.u.) = -12760.1104